(1)
Here is a structure of composition C33H79BN3NaO5 in a non-equilibrium geometry from OMol25. Energies are from ωB97M-V/def2-TZVPD.

## Properties
max |F| = 4.76 eV/A
E_HOMO = -8.2 eV
energy relative to the best compared isomer or geometry (same formula, charge and spin) = 82.9 kcal per mole
E = -2032.11824 Ha

Atoms and positions in Å:
Na: -0.003 -3.563 -1.323
B: 0.670 -0.233 -0.040
H: 0.650 0.700 0.503
H: 1.074 -1.019 0.579
H: -0.317 -0.483 -0.397
H: 1.276 -0.075 -0.918
C: 0.358 -8.789 1.718
C: 0.309 -7.527 0.829
N: 0.162 -6.305 1.608
C: 1.277 -6.016 2.572
C: 2.638 -6.031 1.889
C: -1.145 -6.196 2.303
C: -1.424 -4.810 2.895
H: -0.483 -8.862 2.408
H: 1.321 -8.826 2.228
H: 0.350 -9.696 1.114
H: 1.241 -7.468 0.267
H: -0.531 -7.565 0.135
H: 1.147 -5.024 3.003
H: 1.318 -6.743 3.384
H: 3.423 -5.643 2.537
H: 2.968 -7.036 1.626
H: 2.588 -5.399 1.002
H: -1.216 -6.929 3.107
H: -1.919 -6.497 1.597
H: -0.846 -4.565 3.785
H: -2.463 -4.718 3.213
H: -1.373 -3.976 2.194
C: -1.189 -2.050 -5.173
C: -2.499 -2.822 -4.998
N: -2.254 -4.148 -4.450
C: -1.535 -4.933 -5.449
C: -1.133 -6.363 -5.063
C: -3.512 -4.825 -4.088
C: -4.274 -4.024 -3.026
H: -1.422 -0.992 -5.292
H: -0.600 -2.357 -6.037
H: -0.485 -2.150 -4.346
H: -3.102 -2.232 -4.308
H: -2.964 -2.877 -5.982
H: -2.149 -4.920 -6.349
H: -0.634 -4.458 -5.837
H: -0.440 -6.402 -4.222
H: -1.959 -7.041 -4.852
H: -0.578 -6.845 -5.868
H: -3.107 -5.704 -3.585
H: -4.128 -5.134 -4.932
H: -3.754 -3.674 -2.134
H: -5.088 -4.705 -2.775
H: -4.733 -3.135 -3.458
C: -3.052 8.982 0.197
C: -2.742 9.091 1.688
N: -3.242 7.968 2.500
C: -2.706 6.659 1.995
C: -3.400 5.427 2.556
C: -2.906 8.116 3.909
C: -3.681 9.257 4.552
H: -4.042 8.554 0.043
H: -2.277 8.425 -0.331
H: -3.131 9.962 -0.274
H: -1.664 9.240 1.748
H: -3.148 10.011 2.109
H: -2.876 6.618 0.919
H: -1.654 6.658 2.280
H: -3.521 5.367 3.638
H: -4.406 5.302 2.154
H: -2.835 4.576 2.177
H: -1.843 8.360 3.900
H: -3.138 7.235 4.508
H: -3.431 9.239 5.613
H: -4.756 9.112 4.447
H: -3.379 10.261 4.253
C: 5.318 -2.176 -4.325
C: 5.016 -3.607 -3.759
O: 3.865 -3.988 -3.561
C: 6.141 -4.617 -3.493
H: 4.443 -1.526 -4.353
H: 5.650 -2.301 -5.355
H: 6.136 -1.786 -3.719
H: 7.046 -4.484 -4.086
H: 5.967 -5.691 -3.570
H: 6.399 -4.261 -2.496
C: -4.829 5.122 -4.047
C: -4.869 3.634 -4.085
O: -5.109 3.019 -5.105
C: -4.555 2.903 -2.813
H: -5.057 5.613 -4.993
H: -3.856 5.489 -3.722
H: -5.623 5.424 -3.363
H: -5.076 3.454 -2.030
H: -3.476 2.761 -2.753
H: -5.068 1.941 -2.828
C: 3.328 4.552 -0.650
C: 2.303 5.255 -1.522
O: 2.296 6.485 -1.700
C: 1.190 4.351 -2.137
H: 3.811 5.165 0.111
H: 4.094 4.121 -1.294
H: 2.820 3.776 -0.077
H: 0.488 5.028 -2.624
H: 0.696 3.914 -1.270
H: 1.459 3.567 -2.845
C: 6.396 -0.096 2.205
C: 7.398 -1.287 2.068
O: 7.962 -1.567 1.044
C: 7.605 -2.039 3.409
H: 5.808 -0.140 1.289
H: 6.954 0.826 2.037
H: 5.716 -0.004 3.052
H: 8.172 -2.948 3.207
H: 6.655 -2.255 3.897
H: 8.157 -1.279 3.963
C: 0.881 3.779 7.175
C: 0.477 2.317 7.116
O: -0.005 1.797 8.144
C: 0.539 1.636 5.790
H: 0.069 4.504 7.133
H: 1.627 3.938 6.396
H: 1.371 3.981 8.127
H: 0.283 0.578 5.849
H: 1.500 1.723 5.283
H: -0.196 2.059 5.105

(2)
Here is a cluster of 12 separate species, C33H79Cl6N7O15P2 in total in a non-equilibrium geometry from OMol25. Energies are from ωB97M-V/def2-TZVPD.

## Properties
max |F| = 4.66 eV/A
E_HOMO = -8.7 eV
E = -6260.72175 Ha

Atoms and positions in Å:
C: -15.727 11.277 24.932
O: -16.887 12.116 24.879
P: -17.590 12.347 23.474
O: -18.845 13.133 23.522
O: -16.410 13.030 22.613
C: -16.861 13.798 21.482
O: -17.736 10.896 22.816
C: -18.611 10.715 21.692
H: -15.231 11.223 23.964
H: -16.051 10.269 25.212
H: -15.040 11.568 25.724
H: -17.933 13.966 21.439
H: -16.565 13.196 20.615
H: -16.318 14.735 21.395
H: -18.102 10.246 20.849
H: -19.078 11.664 21.434
H: -19.381 9.990 21.967
C: -16.214 8.087 17.469
O: -15.717 6.748 17.486
P: -14.367 6.481 16.653
O: -13.355 7.532 16.715
O: -13.936 5.050 17.229
C: -12.562 4.666 17.219
O: -14.843 6.112 15.188
C: -15.980 5.328 14.903
H: -15.449 8.836 17.259
H: -16.616 8.297 18.462
H: -17.037 8.197 16.758
H: -11.901 5.507 17.035
H: -12.433 3.893 16.455
H: -12.340 4.124 18.138
H: -16.195 4.631 15.719
H: -15.852 4.746 13.993
H: -16.878 5.942 14.802
C: -20.304 16.108 22.995
N: -20.090 15.910 21.574
C: -19.014 16.270 20.874
C: -18.965 15.946 19.404
O: -18.012 16.757 21.393
H: -21.039 16.889 23.201
H: -19.356 16.358 23.463
H: -20.672 15.172 23.416
H: -20.860 15.462 21.107
H: -19.886 15.495 19.034
H: -18.133 15.250 19.305
H: -18.759 16.849 18.834
C: -22.409 12.377 14.553
N: -22.899 11.012 14.455
C: -22.295 9.949 15.049
C: -23.018 8.638 14.818
O: -21.282 10.043 15.721
H: -21.548 12.418 15.214
H: -23.218 12.899 15.073
H: -22.240 12.871 13.599
H: -23.713 10.786 13.911
H: -22.493 7.820 15.308
H: -22.981 8.393 13.753
H: -24.051 8.639 15.162
C: -24.699 10.555 21.607
N: -24.018 10.506 20.324
C: -22.821 9.966 20.109
C: -22.243 10.179 18.706
O: -22.193 9.343 20.960
H: -24.026 10.904 22.387
H: -25.181 9.611 21.847
H: -25.463 11.331 21.519
H: -24.433 11.003 19.557
H: -21.988 9.223 18.260
H: -21.298 10.709 18.853
H: -22.843 10.849 18.092
C: -22.047 14.201 18.965
N: -21.887 13.483 20.240
C: -20.697 12.973 20.662
C: -20.700 12.329 22.030
O: -19.662 13.077 20.012
H: -21.335 13.781 18.257
H: -21.793 15.240 19.161
H: -23.038 13.918 18.616
H: -22.678 13.299 20.829
H: -21.516 12.649 22.681
H: -19.745 12.483 22.528
H: -20.830 11.253 21.865
C: -18.434 14.618 9.973
N: -18.981 13.415 10.569
C: -18.883 13.130 11.885
C: -19.445 11.816 12.352
O: -18.329 13.932 12.631
H: -17.408 14.501 9.630
H: -18.448 15.441 10.685
H: -19.097 14.932 9.167
H: -19.484 12.811 9.943
H: -20.516 12.009 12.452
H: -19.088 11.603 13.355
H: -19.241 11.006 11.656
C: -18.296 7.469 22.626
N: -19.297 7.388 21.574
C: -19.248 8.098 20.428
C: -20.344 7.803 19.417
O: -18.408 8.975 20.233
H: -18.612 8.175 23.397
H: -17.319 7.771 22.270
H: -18.247 6.499 23.119
H: -20.111 6.818 21.719
H: -20.590 8.777 19.006
H: -21.186 7.306 19.898
H: -20.009 7.116 18.640
C: -13.064 10.966 17.784
N: -11.682 11.389 17.827
C: -11.318 12.676 17.909
C: -9.843 13.001 18.088
O: -12.097 13.612 17.757
H: -13.707 11.744 18.194
H: -13.284 10.264 18.591
H: -13.370 10.629 16.799
H: -11.037 10.667 18.100
H: -9.278 12.121 18.393
H: -9.828 13.712 18.917
H: -9.513 13.565 17.222
Cl: -17.410 15.312 16.087
C: -19.050 14.751 15.632
C: -19.887 15.905 15.115
Cl: -21.552 15.696 15.820
H: -19.505 14.353 16.535
H: -18.864 13.940 14.936
H: -20.015 15.940 14.037
H: -19.523 16.868 15.457
Cl: -12.725 10.384 21.360
C: -14.420 9.804 21.519
C: -14.627 8.523 20.751
Cl: -13.739 7.167 21.582
H: -15.074 10.579 21.113
H: -14.682 9.750 22.573
H: -14.192 8.613 19.758
H: -15.646 8.157 20.679
Cl: -16.327 11.707 18.700
C: -18.064 12.006 18.632
C: -18.742 11.060 17.648
Cl: -18.079 11.328 16.000
H: -18.221 13.041 18.338
H: -18.460 11.786 19.621
H: -19.810 11.152 17.468
H: -18.521 10.028 17.911

no.,molecular weight (Da),LUMO (eV)
1,631.8,-1.102
2,1088.7,-0.107